Record 1
The following is a quantum chemistry calculation of CI4O2S as an isolated structure in a non-equilibrium geometry, from OMol25.

Last column: Löwdin charge in e.
Element x y z (Å)
C -0.26728 -0.33767 -1.00174  -1.775
O 2.37496 0.08726 2.06645  -0.513
O 0.19275 0.86032 1.52856  -0.608
S 1.58635 0.74640 1.05483  0.596
I -0.80178 -0.47132 -3.02233  0.634
I 1.63425 -1.49582 -0.57027  0.730
I -1.85370 -0.93547 0.24263  0.718
I -2.86555 1.54629 -0.29812  0.218

Results
energy above the lowest of the compared OMol25 structures with the same formula, charge and spin = 173.3 kJ/mol
E_HOMO (alpha / beta) = -0.317 / -0.295 Ha
calculated total energy = -48365.255 eV

=====

Record 2
The following is a quantum chemistry calculation of a 2-piece molecular cluster, C3H10FN2 overall in a non-equilibrium geometry, from OMol25.

Last column: Löwdin charge in e.
Element x y z (Å)
C -0.72475 -1.40336 1.51597  -0.072
C -1.49494 -0.69391 0.44464  -0.196
C 0.33856 1.41394 -0.34947  -0.134
N 1.46347 0.66145 0.07264  0.057
N -0.12113 1.05518 -1.74659  0.161
F -1.42269 -1.01526 -0.81756  0.003
H 0.22920 -0.99311 1.81344  0.049
H -0.61381 -2.49687 1.12550  0.130
H -1.33654 -1.62522 2.43172  0.105
H -2.55160 -0.38225 0.67248  0.131
H 0.25626 2.46817 -0.05475  0.124
H 1.22041 -0.10915 0.61192  0.011
H 2.03507 1.30146 0.68727  0.133
H 0.75735 0.69137 -2.25060  0.197
H -0.31145 1.91449 -2.18722  0.125
H -0.91614 0.29540 -1.82895  0.176

Results
energy above the lowest of the compared OMol25 structures with the same formula, charge and spin = 393.6 kJ/mol
E_HOMO (alpha / beta) = -0.457 / -0.482 Ha
net charge = +1
calculated total energy = -8960.096 eV